Record 1
{"formula": "C55H42AuFGeNP3S", "method": "ωB97M-V/def2-TZVPD", "e_lumo_ha": 0.0020, "total_charge": 0, "species": ["Au", "F", "Ge", "C", "C", "C", "C", "C", "C", "P", "C", "C", "C", "C", "C", "C", "C", "C", "C", "C", "C", "C", "C", "C", "C", "C", "C", "C", "P", "C", "C", "C", "C", "C", "C", "C", "C", "C", "C", "C", "C", "C", "C", "C", "C", "C", "C", "P", "C", "C", "C", "C", "C", "C", "C", "C", "C", "C", "C", "C", "H", "H", "H", "H", "H", "H", "H", "H", "H", "H", "H", "H", "H", "H", "H", "H", "H", "H", "H", "H", "H", "H", "H", "H", "H", "H", "H", "H", "H", "H", "H", "H", "H", "H", "H", "H", "H", "H", "H", "H", "H", "H", "S", "C", "N"], "xyz": [[-0.124, -0.195, -0.148], [2.282, 3.720, -0.563], [1.553, 1.991, -0.471], [1.038, 2.431, 1.473], [2.073, 3.094, 2.117], [1.969, 3.464, 3.445], [0.812, 3.184, 4.155], [-0.214, 2.501, 3.534], [-0.102, 2.105, 2.200], [-1.445, 1.144, 1.450], [-1.822, -0.186, 2.614], [-2.998, -0.892, 2.353], [-3.247, -2.091, 2.988], [-2.316, -2.604, 3.881], [-1.147, -1.908, 4.144], [-0.893, -0.705, 3.510], [-2.881, 2.260, 1.586], [-3.161, 3.018, 0.452], [-4.274, 3.837, 0.416], [-5.115, 3.898, 1.517], [-4.828, 3.160, 2.657], [-3.716, 2.338, 2.696], [3.302, 1.019, -0.337], [4.492, 1.584, -0.782], [5.705, 0.954, -0.566], [5.754, -0.252, 0.116], [4.582, -0.848, 0.539], [3.362, -0.220, 0.293], [1.841, -1.025, 0.863], [2.355, -1.368, 2.582], [2.654, -2.637, 3.064], [3.115, -2.787, 4.360], [3.273, -1.684, 5.182], [2.981, -0.418, 4.703], [2.529, -0.258, 3.408], [1.817, -2.641, 0.062], [2.460, -2.861, -1.151], [2.336, -4.091, -1.772], [1.534, -5.074, -1.215], [0.839, -4.830, -0.038], [0.971, -3.613, 0.599], [1.172, 2.130, -2.475], [2.052, 2.925, -3.197], [1.935, 3.042, -4.568], [0.923, 2.380, -5.247], [0.057, 1.567, -4.548], [0.195, 1.428, -3.162], [-0.929, 0.327, -2.287], [-2.546, 1.061, -2.702], [-3.730, 0.384, -2.415], [-4.937, 0.887, -2.866], [-4.983, 2.081, -3.565], [-3.823, 2.814, -3.745], [-2.612, 2.321, -3.298], [-0.800, -1.219, -3.228], [0.362, -1.484, -3.950], [0.522, -2.709, -4.569], [-0.437, -3.697, -4.422], [-1.560, -3.460, -3.649], [-1.746, -2.225, -3.059], [2.966, 3.332, 1.559], [2.789, 3.981, 3.918], [0.709, 3.500, 5.184], [-1.119, 2.269, 4.080], [-3.712, -0.489, 1.646], [-4.151, -2.641, 2.764], [-2.504, -3.548, 4.372], [-0.415, -2.306, 4.837], [0.018, -0.161, 3.729], [-2.498, 2.956, -0.403], [-4.486, 4.412, -0.475], [-5.997, 4.522, 1.492], [-5.476, 3.216, 3.523], [-3.502, 1.758, 3.585], [4.473, 2.541, -1.279], [6.620, 1.414, -0.910], [6.706, -0.716, 0.330], [4.607, -1.792, 1.070], [2.550, -3.505, 2.427], [3.349, -3.775, 4.728], [3.634, -1.814, 6.191], [3.102, 0.443, 5.343], [2.334, 0.735, 3.024], [3.058, -2.077, -1.601], [2.874, -4.289, -2.689], [1.427, -6.031, -1.704], [0.182, -5.586, 0.367], [0.416, -3.395, 1.502], [2.818, 3.480, -2.684], [2.635, 3.664, -5.103], [0.812, 2.505, -6.315], [-0.738, 1.038, -5.062], [-3.708, -0.536, -1.849], [-5.848, 0.339, -2.680], [-5.920, 2.447, -3.954], [-3.852, 3.769, -4.249], [-1.718, 2.911, -3.437], [1.136, -0.732, -4.042], [1.404, -2.901, -5.161], [-0.299, -4.659, -4.893], [-2.286, -4.240, -3.482], [-2.621, -2.058, -2.453], [-2.831, -4.243, -0.192], [-2.001, -2.904, -0.055], [-1.399, -1.903, 0.041]]}



Record 2
{"formula": "C55H43BrN6O2PSe3TeZn", "method": "ωB97M-V/def2-TZVPD", "e_lumo_ha": 0.0690, "total_charge": -1, "species": ["Zn", "C", "N", "C", "N", "C", "C", "C", "C", "C", "C", "C", "C", "C", "C", "C", "C", "C", "C", "P", "C", "N", "C", "C", "N", "C", "C", "C", "C", "C", "C", "C", "C", "C", "C", "C", "C", "C", "C", "N", "C", "C", "N", "C", "C", "C", "C", "C", "C", "C", "C", "C", "C", "C", "C", "C", "H", "H", "H", "H", "H", "H", "H", "H", "H", "H", "H", "H", "H", "H", "H", "H", "H", "H", "H", "H", "H", "H", "H", "H", "H", "H", "H", "H", "H", "H", "H", "H", "H", "H", "H", "H", "H", "H", "H", "Se", "Se", "Te", "Se", "Br", "C", "C", "C", "C", "C", "C", "C", "O", "O", "H", "H", "H", "H"], "xyz": [[1.321, 0.006, -1.819], [1.582, 0.559, 3.561], [1.952, 0.031, 2.256], [1.112, -0.149, 1.202], [1.762, -0.545, 0.131], [3.096, -0.620, 0.496], [3.223, -0.265, 1.805], [4.416, -0.018, 2.562], [4.900, 1.291, 2.806], [6.127, 1.450, 3.415], [6.897, 0.346, 3.759], [6.435, -0.933, 3.517], [5.215, -1.113, 2.892], [4.116, -1.110, -0.439], [5.315, -0.423, -0.656], [6.252, -0.914, -1.548], [5.991, -2.115, -2.207], [4.788, -2.772, -2.018], [3.827, -2.251, -1.184], [-0.689, 0.011, 1.429], [-0.985, 0.960, -0.087], [-0.621, 0.726, -1.325], [-1.294, 1.635, -2.118], [-2.106, 2.390, -1.322], [-1.895, 1.956, -0.032], [-2.405, 2.603, 1.170], [-3.009, 3.488, -1.658], [-2.543, 4.524, -2.448], [-3.420, 5.513, -2.831], [-4.761, 5.446, -2.481], [-5.235, 4.408, -1.692], [-4.350, 3.430, -1.266], [-1.301, 1.542, -3.587], [-0.126, 1.640, -4.343], [-0.200, 1.465, -5.707], [-1.389, 1.192, -6.344], [-2.551, 1.011, -5.611], [-2.514, 1.240, -4.238], [-1.213, -1.648, 0.914], [-0.936, -2.348, -0.157], [-1.574, -3.552, 0.003], [-2.271, -3.565, 1.180], [-2.056, -2.327, 1.755], [-2.446, -1.948, 3.120], [-3.028, -4.642, 1.831], [-4.284, -4.438, 2.412], [-4.976, -5.440, 3.074], [-4.434, -6.718, 3.130], [-3.172, -6.953, 2.557], [-2.499, -5.940, 1.894], [-1.328, -4.665, -0.945], [-2.335, -5.456, -1.470], [-2.011, -6.475, -2.357], [-0.691, -6.725, -2.733], [0.300, -5.920, -2.204], [0.006, -4.898, -1.332], [0.741, -0.046, 3.951], [2.423, 0.509, 4.243], [1.276, 1.563, 3.410], [4.255, 2.134, 2.553], [6.497, 2.460, 3.603], [7.887, 0.420, 4.199], [7.073, -1.807, 3.719], [4.843, -2.100, 2.664], [5.518, 0.520, -0.131], [7.221, -0.453, -1.710], [6.640, -2.463, -2.964], [4.537, -3.669, -2.545], [2.871, -2.742, -1.102], [-2.574, 3.622, 0.931], [-3.304, 2.159, 1.547], [-1.655, 2.569, 1.967], [-1.503, 4.532, -2.690], [-3.079, 6.343, -3.450], [-5.389, 6.241, -2.859], [-6.260, 4.355, -1.359], [-4.748, 2.597, -0.686], [0.809, 1.856, -3.824], [0.684, 1.539, -6.306], [-1.465, 1.070, -7.389], [-3.473, 0.726, -6.079], [-3.420, 1.036, -3.677], [-2.349, -2.839, 3.735], [-1.755, -1.220, 3.510], [-3.492, -1.620, 3.211], [-4.750, -3.488, 2.234], [-5.942, -5.272, 3.513], [-4.919, -7.476, 3.706], [-2.760, -7.944, 2.602], [-1.540, -6.179, 1.415], [-3.349, -5.302, -1.204], [-2.777, -7.082, -2.827], [-0.461, -7.493, -3.447], [1.300, -6.043, -2.624], [0.805, -4.260, -0.992], [3.088, 1.588, -2.406], [3.272, 1.139, -4.689], [2.871, -1.392, -4.945], [0.823, -1.653, -3.520], [-1.466, 8.919, 1.148], [-0.759, 7.330, 1.951], [-0.755, 7.319, 3.317], [-0.306, 6.189, 3.971], [0.176, 5.107, 3.244], [0.175, 5.131, 1.831], [-0.282, 6.281, 1.186], [0.600, 3.859, 1.019], [0.344, 3.835, -0.191], [1.097, 2.927, 1.721], [-1.160, 8.152, 3.880], [-0.273, 6.113, 5.071], [0.471, 4.187, 3.729], [-0.316, 6.237, 0.123]]}



Values of electronic energy, in order: -5910.645288, -14768.001282, all in hartree.
Values of HOMO energy, in order: -7.4, -3.9, all in eV.
Values of HOMO-LUMO gap, in order: 7.4975, 5.7642, all in eV.